ORCA calculation (the ωB97M-V functional and the def2-TZVPD basis) on a structure of composition C5H11N.

CARTESIAN COORDINATES (ANGSTROEM)
C1 1.78 -0.16 -1.14
N1 0.43 -0.77 -1.09
C2 -0.50 -0.44 0.57
C3 -0.48 0.92 0.33
C4 -1.69 1.63 -0.36
C5 0.10 -1.20 1.67
H1 1.77 0.76 -0.47
H2 2.18 -0.08 -2.13
H3 2.45 -0.97 -0.60
H4 0.18 -1.84 -0.83
H5 0.21 1.66 0.37
H6 -1.63 2.53 0.09
H7 -2.53 0.87 -0.20
H8 -1.12 0.84 -0.95
H9 0.82 -0.91 2.29
H10 -0.45 -1.96 2.05
H11 -1.51 -0.90 0.38

Its HOMO energy is -6.30 eV. The energy above the lowest of the compared OMol25 structures with the same formula, charge and spin is 973.1 kJ/mol. For the HOMO-LUMO gap, the calculation gives 0.19561 Ha. The value obtained for the molecular weight is 85.150 g mol⁻¹. Its strongest force on any atom is 8.2 eV/Å.